{"formula": "C4H3N3", "method": "ωB97M-V/def2-TZVPD", "elements": ["N", "C", "C", "N", "C", "C", "N", "H", "H", "H"], "coordinates": [[3.0917, 0.2149, 0.3256], [2.1351, -0.4221, 0.1642], [0.7163, -0.5486, -0.0187], [-0.2136, -1.4561, 0.1594], [-1.3909, -0.7462, 0.1120], [-1.1531, 0.5945, -0.0738], [0.1936, 0.6990, -0.1850], [-2.3529, -1.2333, 0.2009], [-1.7522, 1.4922, -0.0325], [0.7261, 1.4097, -0.6606]], "forces_ev_per_a": [[-0.5, -1.3, -0.2], [0.8, 0.6, 0.1], [-0.1, 0.2, 0.0], [0.3, 0.3, 0.1], [-0.2, 0.0, 0.0], [-0.2, -0.1, -0.1], [0.0, 0.0, -0.2], [0.2, 0.0, 0.1], [-0.2, -0.3, -0.3], [-0.1, 0.4, 0.5]], "smiles": "N#Cc1ncc[nH]1", "e_tot_ev": -8665.82222, "e_homo_ev": -9.5, "e_above_lowest_kj_mol": 56.8, "largest_force_ha_per_bohr": 0.026, "homo_lumo_gap_ha": 0.373, "mol_weight_g_mol": 93.1}